Entry 1:
{"formula": "C6H39NO13", "method": "ωB97M-V/def2-TZVPD", "charge": 1, "de_lowest_kcal_mol": 98.7, "e_homo_ev": [-12.646, -12.646], "multiplicity": 2, "lumo_ev": [-2.78, -7.77], "elements": ["H", "H", "H", "H", "O", "H", "H", "H", "H", "H", "H", "C", "H", "C", "H", "O", "H", "H", "H", "C", "O", "H", "H", "H", "H", "C", "H", "N", "O", "C", "O", "H", "O", "H", "H", "O", "H", "H", "H", "H", "O", "O", "H", "H", "H", "H", "H", "H", "O", "O", "C", "H", "H", "O", "H", "H", "O", "H", "H"], "positions_angstrom": [[3.458, -4.059, 1.149], [4.827, 1.607, -0.788], [-1.221, 0.226, 2.569], [-3.139, -0.988, -3.138], [2.290, 0.351, 4.098], [2.533, 1.923, 0.856], [-1.549, 3.571, 0.786], [-4.388, 2.072, -0.521], [-1.283, 2.123, 1.097], [-1.081, 2.654, -2.588], [-0.195, 0.173, -0.316], [3.739, 1.673, -0.825], [1.323, -3.466, -3.684], [2.965, -3.336, 0.512], [3.964, -1.443, 0.421], [-2.708, 2.686, 2.527], [0.326, 3.135, -3.166], [-2.734, 1.917, -3.506], [2.796, 0.043, 3.347], [1.931, -0.983, 0.919], [-3.650, 1.766, 0.021], [-2.460, 1.753, 2.665], [3.186, -3.344, -0.591], [1.630, -0.305, 4.427], [0.482, 1.016, -2.652], [3.218, -1.893, 1.058], [1.210, -1.694, 0.544], [2.950, 1.185, 0.288], [-1.981, 0.088, 1.983], [2.120, 0.063, -0.195], [-3.038, -1.459, -4.011], [-0.275, -2.674, 1.046], [-0.280, 2.397, -3.062], [-0.526, -1.757, 4.069], [3.560, 2.708, -1.077], [-1.861, -1.177, -1.390], [1.708, -0.535, 1.936], [-2.881, 2.053, -0.536], [3.632, -1.994, 2.049], [1.118, -2.091, -3.139], [-0.615, -2.846, 1.930], [-0.717, -0.832, 4.218], [-1.010, -3.718, 1.817], [1.943, -3.750, 0.628], [-2.201, -0.909, -0.524], [-2.818, -2.302, -3.583], [0.647, 1.600, -0.775], [3.591, 1.105, -1.737], [1.636, -2.901, -2.968], [-2.927, 1.513, -2.660], [0.743, 0.504, -0.768], [-3.664, 2.577, 2.519], [-2.392, 0.814, -2.276], [0.716, 0.196, -2.154], [-1.333, -0.554, 4.901], [-1.920, -0.871, 1.827], [-1.279, 2.746, 0.370], [-0.911, -1.023, -1.253], [2.604, -0.430, -1.047]]}

=====

Entry 2:
{"formula": "C2H3FO3P", "method": "ωB97M-V/def2-TZVPD", "charge": -1, "de_lowest_kcal_mol": 102.8, "e_homo_ev": -4.765, "lumo_ev": 3.80, "elements": ["H", "P", "H", "O", "F", "H", "C", "O", "C", "O"], "positions_angstrom": [[-0.464, -0.190, -1.399], [0.075, -0.540, 1.029], [-0.026, 1.350, 1.154], [-3.530, -0.563, -0.381], [-0.551, -2.496, -1.205], [1.000, -1.535, 0.540], [-0.940, -0.671, -0.544], [0.723, 0.920, 0.860], [-2.414, -0.205, -0.022], [-2.039, 0.628, 0.824]]}

=====

Entry 3:
{"formula": "C21H22O4OsS", "method": "ωB97M-V/def2-TZVPD", "charge": 2, "e_homo_ev": [-14.514, -14.471], "lumo_ev": [-9.12, -9.13], "elements": ["O", "H", "C", "H", "Os", "C", "H", "H", "H", "H", "C", "C", "H", "H", "C", "C", "H", "C", "H", "O", "C", "O", "C", "C", "H", "C", "H", "H", "C", "H", "H", "H", "O", "H", "C", "C", "C", "C", "H", "C", "H", "S", "C", "H", "C", "C", "H", "C", "H"], "positions_angstrom": [[1.036, 1.231, 1.190], [3.653, -3.927, -1.748], [3.065, -3.885, -2.656], [0.973, -0.346, 5.014], [0.478, -0.043, -0.049], [0.303, -0.734, 4.249], [-0.634, -0.180, 4.333], [-0.131, -4.987, -0.882], [4.634, -4.620, -3.917], [-1.479, 2.070, -0.677], [0.379, 1.314, -1.489], [0.008, 3.329, -3.436], [2.673, -1.190, 1.742], [-1.043, -3.717, -1.762], [2.102, 2.724, -4.523], [-0.933, 3.163, -2.413], [2.096, -2.356, 2.954], [0.940, -0.547, 2.890], [2.743, 0.000, -1.854], [0.585, -1.537, -1.259], [1.151, 2.517, -3.508], [0.026, -1.061, 1.839], [1.516, -3.778, -4.979], [2.535, 0.758, -2.598], [-0.139, 4.103, -4.179], [-0.397, -3.930, -0.913], [2.974, -0.901, 3.453], [-1.799, 3.809, -2.370], [1.150, 0.933, 2.564], [-0.860, -3.635, 0.027], [3.988, 2.129, -5.348], [0.929, -3.742, -5.886], [1.402, 1.793, 3.330], [0.126, -1.792, 4.437], [-0.748, 2.181, -1.467], [3.257, 1.958, -4.570], [1.739, -3.463, -2.628], [2.251, -1.299, 2.742], [-0.074, -3.052, -3.742], [0.951, -3.399, -3.778], [-0.885, -0.976, 2.159], [1.127, -3.025, -1.058], [1.361, 1.506, -2.526], [3.266, -4.525, -5.966], [2.839, -4.218, -5.021], [3.611, -4.273, -3.872], [4.382, 0.400, -3.626], [3.473, 0.986, -3.606], [1.925, 3.493, -5.265]]}